{"formula": "C51H65F12IO38S", "method": "ωB97M-V with the def2-TZVPD basis set", "orbital_gap_ha": 0.330, "homo_energy_ev": -9.1, "max_force_ha_per_bohr": 0.1160, "energy_ev": -183290.9313, "multiplicity": 1, "symbols": ["C", "C", "C", "C", "C", "C", "C", "C", "C", "C", "C", "S", "C", "O", "O", "C", "I", "C", "C", "H", "H", "H", "H", "H", "H", "H", "H", "H", "H", "H", "H", "H", "H", "H", "H", "H", "H", "H", "H", "H", "H", "H", "H", "H", "H", "H", "H", "H", "C", "C", "O", "C", "O", "O", "F", "H", "H", "H", "C", "C", "O", "C", "O", "O", "F", "H", "H", "H", "C", "C", "O", "C", "O", "O", "F", "H", "H", "H", "C", "C", "O", "C", "O", "O", "F", "H", "H", "H", "C", "C", "O", "C", "O", "O", "F", "H", "H", "H", "C", "C", "O", "C", "O", "O", "F", "H", "H", "H", "C", "C", "O", "C", "O", "O", "F", "H", "H", "H", "C", "C", "O", "C", "O", "O", "F", "H", "H", "H", "C", "C", "O", "C", "O", "O", "F", "H", "H", "H", "C", "C", "O", "C", "O", "O", "F", "H", "H", "H", "C", "C", "O", "C", "O", "O", "F", "H", "H", "H", "C", "C", "O", "C", "O", "O", "F", "H", "H", "H"], "positions_angstrom": [[0.825, -2.074, 1.705], [0.695, -1.138, 0.431], [2.064, -1.141, -0.365], [1.926, -1.789, -1.803], [2.628, -0.902, -2.911], [1.629, 0.126, -3.593], [1.641, 1.546, -2.890], [0.481, 1.808, -1.872], [-0.962, 1.818, -2.482], [-1.893, 2.490, -1.380], [-3.416, 2.190, -1.562], [-4.173, 1.097, -0.302], [-3.126, 0.987, 1.258], [-3.679, 1.441, 2.248], [-1.956, 0.533, 1.278], [-4.207, -0.578, -1.138], [-3.613, -2.195, 0.158], [-5.745, -0.812, -1.476], [-5.940, -2.091, -2.381], [0.947, -3.121, 1.321], [1.705, -1.718, 2.282], [-0.137, -1.994, 2.263], [-0.166, -1.504, -0.184], [0.474, -0.084, 0.740], [2.874, -1.674, 0.190], [2.397, -0.082, -0.518], [2.372, -2.816, -1.825], [0.830, -1.893, -2.021], [3.519, -0.390, -2.479], [2.986, -1.607, -3.711], [0.612, -0.351, -3.604], [2.020, 0.285, -4.635], [2.592, 1.588, -2.289], [1.730, 2.371, -3.646], [0.476, 1.088, -1.020], [0.672, 2.825, -1.424], [-1.325, 0.818, -2.809], [-0.934, 2.508, -3.372], [-1.761, 3.597, -1.543], [-1.474, 2.280, -0.369], [-3.615, 1.715, -2.563], [-3.966, 3.160, -1.568], [-3.668, -0.526, -2.112], [-6.214, 0.079, -1.956], [-6.278, -1.036, -0.514], [-5.463, -1.947, -3.381], [-7.043, -2.214, -2.564], [-5.604, -3.028, -1.886], [0.099, 1.089, 4.105], [0.844, 2.367, 4.340], [2.169, 1.922, 4.595], [2.303, 0.757, 3.901], [3.350, 0.239, 3.659], [1.102, 0.265, 3.513], [0.382, 3.010, 5.445], [-0.252, 0.627, 5.031], [-0.752, 1.218, 3.434], [0.843, 3.045, 3.487], [5.530, -0.189, 5.629], [6.741, 0.661, 5.874], [7.211, 0.195, 7.128], [6.833, -1.115, 7.202], [7.277, -1.896, 7.981], [5.892, -1.416, 6.269], [6.405, 1.968, 5.995], [4.631, 0.213, 6.098], [5.334, -0.341, 4.572], [7.524, 0.551, 5.128], [-1.327, -0.212, -6.365], [-2.510, -0.360, -7.276], [-3.608, -0.282, -6.385], [-3.192, 0.499, -5.350], [-3.925, 0.997, -4.554], [-1.844, 0.642, -5.344], [-2.522, -1.575, -7.874], [-1.017, -1.161, -5.922], [-0.470, 0.241, -6.860], [-2.596, 0.423, -8.034], [0.969, 6.079, -1.065], [0.231, 7.043, -0.186], [-0.368, 6.196, 0.780], [0.457, 5.117, 0.892], [0.419, 4.334, 1.786], [1.333, 5.049, -0.143], [-0.748, 7.683, -0.871], [0.336, 5.656, -1.849], [1.847, 6.522, -1.526], [0.869, 7.777, 0.313], [6.170, -4.952, 0.390], [4.772, -5.248, -0.070], [4.298, -3.981, -0.485], [5.403, -3.289, -0.900], [5.368, -2.302, -1.558], [6.550, -3.882, -0.471], [4.002, -5.686, 0.953], [6.206, -4.615, 1.428], [6.837, -5.805, 0.274], [4.711, -5.953, -0.903], [-7.766, 2.151, -3.871], [-9.172, 2.635, -4.080], [-9.700, 1.689, -4.990], [-9.030, 0.525, -4.749], [-9.384, -0.542, -5.131], [-7.909, 0.739, -4.008], [-9.189, 3.857, -4.664], [-7.076, 2.522, -4.632], [-7.377, 2.413, -2.887], [-9.783, 2.652, -3.175], [4.314, -4.559, 7.288], [2.940, -4.081, 6.932], [2.502, -5.039, 5.986], [3.142, -6.201, 6.315], [2.827, -7.274, 5.917], [4.185, -5.974, 7.163], [2.988, -2.864, 6.326], [5.076, -4.201, 6.593], [4.603, -4.280, 8.300], [2.242, -4.045, 7.769], [5.095, 6.542, -4.367], [4.020, 6.362, -5.399], [2.832, 6.427, -4.631], [3.121, 7.226, -3.566], [2.299, 7.718, -2.857], [4.458, 7.395, -3.417], [4.097, 5.142, -5.981], [5.374, 5.603, -3.884], [5.992, 7.007, -4.774], [4.001, 7.136, -6.170], [-10.600, -4.201, -0.247], [-10.640, -3.008, -1.158], [-9.750, -2.103, -0.532], [-8.836, -2.874, 0.128], [-7.797, -2.473, 0.538], [-9.263, -4.159, 0.247], [-11.876, -2.453, -1.187], [-11.299, -4.114, 0.588], [-10.795, -5.135, -0.772], [-10.302, -3.208, -2.178], [0.340, -0.297, 7.914], [-0.959, -1.049, 7.938], [-0.546, -2.387, 8.154], [0.616, -2.306, 8.857], [1.110, -3.220, 9.445], [1.143, -1.055, 8.816], [-1.591, -0.976, 6.743], [0.806, -0.298, 6.925], [0.235, 0.733, 8.251], [-1.643, -0.744, 8.734], [10.385, 2.011, 6.887], [10.356, 1.642, 5.432], [11.238, 2.577, 4.848], [12.148, 2.890, 5.819], [13.182, 3.432, 5.616], [11.718, 2.492, 7.048], [9.116, 1.823, 4.905], [9.678, 2.807, 7.131], [10.194, 1.159, 7.539], [10.702, 0.628, 5.218], [-5.399, -3.484, -8.458], [-6.100, -3.065, -9.717], [-6.114, -4.253, -10.483], [-6.129, -5.279, -9.580], [-6.408, -6.400, -9.847], [-5.790, -4.849, -8.333], [-5.387, -2.123, -10.386], [-4.312, -3.424, -8.543], [-5.715, -2.905, -7.591], [-7.124, -2.713, -9.568]], "forces_ev_per_angstrom": [[-0.615, 0.587, -1.394], [0.927, -0.281, 0.711], [-0.631, -0.016, -0.757], [0.426, 0.470, 0.158], [-0.929, -0.838, -0.321], [1.100, 0.247, 0.281], [0.190, -0.560, 0.634], [-0.113, 0.237, -0.404], [0.384, 1.076, 0.710], [0.569, 0.366, -1.059], [0.799, 0.474, -0.519], [-0.840, -0.508, -1.142], [4.257, -0.231, 4.169], [-1.953, 0.426, -1.271], [-1.621, 0.124, -2.459], [-1.619, 0.220, -0.578], [0.238, 0.526, -0.428], [0.214, -1.267, 0.371], [-0.711, 0.689, -0.111], [0.079, 0.798, 0.608], [-0.733, -0.616, -0.139], [0.896, -0.183, -0.025], [0.731, 0.426, 0.329], [-0.031, -1.015, -0.080], [-0.690, 0.484, -0.254], [-0.170, -0.866, 0.260], [-0.405, 0.852, 0.121], [0.922, 0.053, -0.055], [-0.634, -0.375, -0.400], [-0.167, 0.711, 0.647], [0.782, 0.611, -0.210], [-0.672, -0.229, 0.723], [-0.763, 0.078, -0.620], [-0.397, -0.649, 0.594], [0.232, 0.421, -0.699], [-0.252, -0.888, -0.323], [0.321, 0.627, 0.360], [-0.258, -0.837, 0.563], [-0.202, -0.924, 0.315], [-0.650, -0.124, -0.620], [0.153, 0.321, 1.088], [0.080, -0.929, 0.393], [0.159, -0.087, 1.025], [0.542, -0.576, 0.251], [0.426, 0.541, -0.816], [-0.228, -0.262, 0.788], [0.972, 0.186, 0.096], [0.005, 0.784, -0.370], [-0.853, -0.171, -0.325], [-0.205, 0.339, 0.332], [-0.029, -0.347, -0.460], [0.168, -0.406, -0.217], [-0.254, 0.119, 0.074], [0.597, 0.480, 0.350], [0.094, 0.085, 0.081], [0.085, 0.149, 0.057], [0.146, -0.206, -0.161], [-0.011, 0.095, 0.185], [-0.456, -0.204, -0.552], [-0.458, 0.422, 0.142], [0.081, -0.483, -0.356], [-0.061, -0.574, 0.433], [-0.090, 0.179, -0.115], [0.558, 0.297, 0.382], [0.192, 0.074, 0.001], [0.142, 0.133, 0.021], [-0.011, -0.190, 0.137], [-0.119, 0.092, 0.026], [0.780, 0.053, -0.008], [-0.066, -0.533, -0.204], [0.295, 0.548, 0.112], [-0.175, 0.177, 0.500], [0.118, -0.225, -0.198], [-0.617, -0.108, -0.226], [-0.100, 0.005, -0.110], [-0.166, -0.055, -0.118], [-0.071, 0.167, 0.188], [-0.060, -0.146, -0.083], [0.622, -0.220, -0.398], [-0.522, 0.154, -0.292], [0.653, -0.132, 0.029], [0.018, -0.573, 0.264], [-0.071, 0.140, -0.188], [-0.485, 0.170, 0.470], [-0.039, 0.104, 0.112], [-0.171, 0.146, 0.104], [-0.219, -0.382, 0.500], [-0.136, 0.084, -0.049], [0.660, -0.304, 0.199], [-0.506, -0.009, 0.516], [0.713, -0.188, -0.328], [0.027, 0.749, -0.313], [-0.019, -0.241, 0.219], [-0.481, 0.000, -0.090], [-0.087, -0.090, -0.097], [-0.248, -0.043, -0.026], [0.069, 0.160, -0.150], [-0.120, -0.042, 0.093], [0.660, 0.077, 0.424], [-0.089, 0.447, -0.404], [0.274, -0.278, 0.557], [-0.068, -0.716, -0.298], [0.119, 0.213, 0.040], [-0.459, 0.147, -0.185], [-0.118, 0.045, 0.048], [-0.193, 0.096, -0.064], [-0.026, -0.234, 0.006], [-0.038, 0.141, -0.078], [0.709, 0.135, 0.511], [-0.114, 0.373, -0.378], [0.278, -0.341, 0.560], [-0.002, -0.654, -0.261], [0.103, 0.236, 0.023], [-0.564, 0.102, -0.335], [-0.188, 0.137, 0.007], [-0.187, 0.135, -0.062], [-0.013, -0.211, -0.010], [0.063, 0.078, -0.122], [0.768, 0.094, 0.086], [-0.059, -0.624, -0.207], [0.308, 0.571, 0.164], [-0.208, 0.360, 0.348], [0.457, 0.175, -0.613], [-0.535, -0.127, -0.207], [-0.082, 0.048, -0.110], [-0.168, -0.070, -0.150], [-0.101, 0.168, 0.160], [-0.046, -0.133, -0.072], [-0.187, -0.720, 0.073], [-0.461, 0.378, 0.065], [0.269, -0.574, -0.154], [0.599, 0.123, 0.440], [-0.254, -0.076, -0.041], [-0.021, 0.494, -0.217], [0.006, 0.066, -0.126], [-0.042, 0.205, -0.118], [0.230, -0.006, 0.067], [-0.136, 0.108, -0.024], [0.287, 0.731, 0.011], [-0.243, -0.136, -0.614], [0.262, 0.419, 0.496], [0.491, -0.635, 0.476], [-0.209, 0.433, -0.335], [-0.354, -0.402, -0.033], [-0.114, -0.013, 0.054], [-0.170, -0.152, -0.033], [0.137, -0.105, 0.149], [-0.095, -0.033, -0.127], [-0.212, -0.252, 0.738], [-0.269, 0.311, -0.248], [0.167, -0.415, 0.454], [0.690, 0.504, 0.109], [-0.262, -0.071, 0.010], [-0.050, -0.017, -0.571], [0.256, 0.063, -0.211], [-0.058, -0.041, -0.236], [0.193, 0.066, 0.032], [-0.165, 0.008, -0.108], [0.175, 0.201, 0.759], [0.333, 0.179, -0.434], [-0.261, 0.008, 0.618], [-0.029, -0.835, -0.063], [0.113, 0.242, 0.029], [-0.161, 0.113, -0.510], [-0.094, 0.102, -0.069], [-0.071, 0.098, -0.222], [-0.073, -0.208, 0.037], [0.070, 0.123, -0.111]]}